Run P
This record from OMol25 describes a molecular structure, C37H39Br2ClIN5O2PtSe. The level of theory is ωB97M-V/def2-TZVPD.

Atoms and positions in Å:
Pt 1.21911 2.64446 -1.41486
Cl 0.50116 5.40164 4.77229
C 1.04378 4.46123 3.42975
C 2.27046 3.85917 3.46589
C 2.73789 3.09304 2.37798
I 4.55428 2.10171 2.51110
C 1.99285 2.98341 1.22661
O 2.36230 2.28469 0.16234
C 0.71771 3.59987 1.20024
N -0.00781 3.41053 0.04608
C -1.25096 3.84443 0.00455
C -1.84701 4.53650 1.06655
C -1.11764 4.79275 2.19605
C 0.20282 4.31186 2.29710
H 2.89303 3.97053 4.34288
H -1.81529 3.65469 -0.89456
H -2.87180 4.86328 0.96954
H -1.54568 5.34602 3.02100
Br 6.15919 1.62771 -5.68785
C 4.76534 1.83914 -4.46487
C 4.91311 1.42633 -3.14885
C 3.85687 1.60109 -2.27738
N 2.70269 2.14033 -2.67942
C 2.54788 2.53998 -3.95552
C 3.56674 2.40817 -4.87830
C 1.18924 3.02962 -4.27039
C 0.79897 3.41285 -5.53905
C -0.53958 3.69587 -5.77348
Br -1.09856 4.22742 -7.47113
C -1.45016 3.55180 -4.73809
C -0.97577 3.20082 -3.49102
N 0.31630 2.98435 -3.23669
H 5.83596 0.98767 -2.79908
H 3.91454 1.33761 -1.22942
H 3.44900 2.73655 -5.89955
H 1.51514 3.48720 -6.34302
H -2.50737 3.71121 -4.89084
H -1.65461 3.08237 -2.66222
C -1.24887 -1.84335 -2.76027
C 0.10550 -1.20505 -2.53992
C 1.19904 -2.21551 -2.24516
O 0.06029 -0.13856 -1.56128
H -1.24018 -2.39012 -3.70346
H -2.03739 -1.09205 -2.80948
H -1.48855 -2.56457 -1.97331
H 0.38212 -0.64474 -3.43778
H 0.96210 -2.80237 -1.35719
H 2.15979 -1.72225 -2.08966
H 1.30115 -2.91433 -3.07528
C -4.83023 -1.75320 2.90868
C -3.48241 -1.04274 2.85191
C -3.16792 -0.42579 1.48962
C -2.94363 -1.44561 0.37547
N -1.76668 -2.29723 0.63247
C -0.49038 -1.90014 0.65579
Se 0.24884 -0.18965 0.20211
N 0.28760 -2.91291 1.07970
C 1.73857 -2.92487 1.31192
C 2.11779 -2.91218 2.78959
C 1.88307 -1.57856 3.50584
C 0.43011 -1.26564 3.86112
C -0.52190 -4.00978 1.32737
C -0.21492 -5.29789 1.76920
C -1.27121 -6.17044 1.89241
C -2.59113 -5.78295 1.59085
C -2.89481 -4.51540 1.15076
C -1.82445 -3.62923 1.01951
H -5.07580 -2.04151 3.92977
H -4.84778 -2.66634 2.31148
H -5.63142 -1.10535 2.54815
H -2.68242 -1.73340 3.13906
H -3.46741 -0.24387 3.59533
H -2.28968 0.21786 1.55981
H -3.99949 0.20976 1.17342
H -2.81779 -0.96534 -0.59455
H -3.79115 -2.12295 0.30004
H 2.15309 -2.04706 0.82120
H 2.11965 -3.80853 0.79778
H 3.18373 -3.14719 2.82211
H 1.60673 -3.71811 3.32217
H 2.31017 -0.76913 2.90370
H 2.46308 -1.59832 4.42954
H -0.17279 -0.97123 2.99853
H 0.37774 -0.43972 4.57036
H -0.05744 -2.12576 4.32619
H 0.79834 -5.60116 1.99089
H -1.08711 -7.18175 2.22745
H -3.38666 -6.50579 1.70750
H -3.91098 -4.23595 0.91422

M, g/mol: 1181.95
Total charge: +2
Kohn-Sham gap, eV: 6.5

=====

Run Q
This record from OMol25 describes a molecular structure, C37H39Br2ClIN5O2PtSe. The level of theory is ωB97M-V/def2-TZVPD.

Atoms and positions in Å:
Pt -0.62428 2.48751 -0.44883
Cl 4.26873 7.02450 -1.65292
C 3.35798 5.56544 -1.50959
C 3.95546 4.36088 -1.75703
C 3.23867 3.15454 -1.64256
I 4.14980 1.33393 -2.03027
C 1.91138 3.16567 -1.28056
O 1.16563 2.07144 -1.19490
C 1.29507 4.42126 -1.00810
N -0.03162 4.38204 -0.63024
C -0.66784 5.51177 -0.39131
C -0.03631 6.75583 -0.49754
C 1.28326 6.82388 -0.85368
C 1.99330 5.63662 -1.12476
H 4.99679 4.33637 -2.04631
H -1.70784 5.44967 -0.10704
H -0.60796 7.64759 -0.28735
H 1.78770 7.77689 -0.93060
Br -1.71810 2.00400 6.69920
C -1.19937 2.23098 4.91091
C 0.09065 1.92569 4.50919
C 0.40375 2.09766 3.17013
N -0.45258 2.55927 2.26590
C -1.68563 2.87080 2.66750
C -2.11407 2.70255 3.98040
C -2.64807 3.37145 1.64230
C -3.76633 4.09561 2.03865
C -4.71853 4.47216 1.10773
Br -6.20657 5.46986 1.63427
C -4.54979 4.09690 -0.21833
C -3.40215 3.41416 -0.55091
N -2.45197 3.07483 0.34054
H 0.82492 1.56367 5.21372
H 1.39816 1.86293 2.80748
H -3.12694 2.90928 4.28855
H -3.88494 4.38371 3.07106
H -5.26670 4.35938 -0.98218
H -3.19595 3.15285 -1.57987
C -3.15298 -0.16363 0.33687
C -2.32514 -0.02558 -0.92188
C -2.44637 -1.24323 -1.81193
O -0.93248 0.26761 -0.44710
H -4.21274 -0.15029 0.07871
H -2.96411 0.63361 1.04930
H -2.94040 -1.11654 0.82420
H -2.57220 0.86561 -1.49935
H -2.20339 -2.16857 -1.28934
H -1.86796 -1.16483 -2.73557
H -3.49787 -1.31756 -2.09220
C 2.50600 -4.04911 3.18460
C 2.71806 -3.20727 1.93373
C 1.83131 -1.96585 1.86769
C 0.35395 -2.24484 1.60607
N 0.13581 -2.93069 0.32198
C 0.16868 -2.35145 -0.88331
Se 0.53090 -0.50333 -1.22714
N 0.00465 -3.26240 -1.83932
C 0.04952 -3.04924 -3.29119
C 1.37902 -3.45375 -3.91856
C 2.57153 -2.55877 -3.57198
C 3.23043 -2.82229 -2.21789
C -0.13566 -4.50596 -1.23474
C -0.32290 -5.77414 -1.78220
C -0.48275 -6.80736 -0.88590
C -0.46376 -6.59066 0.50308
C -0.27504 -5.33832 1.04445
C -0.09813 -4.29119 0.14204
H 3.20520 -4.88282 3.22121
H 1.50438 -4.47476 3.24236
H 2.65818 -3.45295 4.08581
H 2.57619 -3.81501 1.03387
H 3.75844 -2.88041 1.89628
H 2.19893 -1.26424 1.11541
H 1.87847 -1.43973 2.82621
H -0.23983 -1.33013 1.59616
H -0.06735 -2.89678 2.37013
H -0.14702 -1.98848 -3.46182
H -0.78401 -3.61796 -3.70402
H 1.21582 -3.43199 -4.99793
H 1.60509 -4.49424 -3.67086
H 2.27618 -1.50540 -3.65492
H 3.32375 -2.70268 -4.34867
H 2.66688 -2.43051 -1.36794
H 4.21554 -2.35875 -2.17112
H 3.37042 -3.89165 -2.04717
H -0.34846 -5.94072 -2.84936
H -0.63632 -7.81165 -1.25430
H -0.60403 -7.43595 1.16198
H -0.27003 -5.18681 2.11291

M, g/mol: 1181.95
Total charge: +2
Kohn-Sham gap, eV: 6.5

=====

Stability, descending: run P, run Q